Computed, not measured: C39H75N7O3P3Ta as an isolated structure, with the ωB97M-V functional and the def2-TZVPD basis.

## Properties
Relative energy (zero: lowest compared OMol25 entry of this formula, charge and spin): 0.0603 eV
2S+1: 1
HOMO-LUMO gap: 6.483 eV
Charge: +4

Atoms and positions in Å:
Ta 0.5835 -0.4090 0.1569
C -3.3325 -3.1196 2.2890
C -2.0502 -2.8246 1.5047
C -1.0620 -3.9874 1.6274
P -1.1986 -1.2411 1.9157
C -2.4385 0.0593 2.3303
C -3.0658 -0.1168 3.7188
C -1.8384 1.4604 2.2368
C -0.1570 -1.4016 3.3590
C -0.5200 -1.9955 4.5635
C 0.2811 -1.8604 5.6949
C -0.0744 -2.5279 6.9901
C 1.4162 -1.0529 5.5951
C 1.8010 -0.4684 4.3985
C 1.0364 -0.6884 3.2624
N 1.3924 -0.2322 1.9584
C 2.7657 0.0615 1.6522
C 3.8126 -0.7076 2.1776
C 5.1144 -0.3323 1.9339
C 5.4322 0.7678 1.1199
C 6.8583 1.1639 0.8800
C 4.3881 1.4692 0.5319
C 3.0600 1.1469 0.8049
P 1.6268 2.0155 0.1342
C 1.3112 3.3880 1.3411
C 1.3127 2.9011 2.7905
C 2.3996 4.4613 1.1894
C 2.1267 2.7775 -1.4531
C 2.2872 1.7029 -2.5219
C 1.1723 3.8748 -1.9314
H -3.7729 -4.0275 1.8755
H -4.0783 -2.3302 2.2076
H -3.1354 -3.3140 3.3424
H -2.3388 -2.6904 0.4580
H -0.7278 -4.1062 2.6578
H -0.1692 -3.8644 1.0196
H -1.5629 -4.9098 1.3319
H -3.2197 -0.0703 1.5701
H -2.3284 0.0794 4.4964
H -3.4951 -1.0988 3.8900
H -3.8663 0.6167 3.8302
H -1.2823 1.6806 3.1465
H -2.6365 2.2021 2.1775
H -1.1682 1.6057 1.3802
H -1.4361 -2.5675 4.6408
H -0.9796 -3.1249 6.9009
H -0.2292 -1.7874 7.7759
H 0.7335 -3.1823 7.3188
H 2.0195 -0.8826 6.4786
H 2.6900 0.1469 4.3637
H 3.5946 -1.5808 2.7760
H 5.9198 -0.9064 2.3765
H 7.5298 0.6957 1.5959
H 6.9818 2.2445 0.9467
H 7.1764 0.8637 -0.1213
H 4.6279 2.3042 -0.1156
H 0.3394 3.8144 1.0732
H 2.3325 2.6659 3.0997
H 0.6992 2.0246 2.9675
H 0.9584 3.7067 3.4336
H 3.3854 4.0453 1.4037
H 2.2123 5.2373 1.9324
H 2.4235 4.9437 0.2154
H 3.1032 3.2216 -1.2469
H 1.3948 1.0675 -2.5574
H 3.1541 1.0698 -2.3462
H 2.3991 2.1739 -3.4998
H 0.3326 3.4290 -2.4693
H 1.6987 4.5165 -2.6382
H 0.7872 4.5140 -1.1382
N 3.9940 -1.1437 -1.5620
C 4.5416 -2.3690 -0.9689
C 3.4558 -3.3782 -0.5913
C 2.3007 -2.8502 0.2042
O 2.0915 -3.0649 1.3571
O 1.4107 -1.9875 -0.4720
H 3.6093 -1.3698 -2.4759
H 4.7688 -0.5145 -1.7503
H 5.1092 -2.1023 -0.0796
H 5.2289 -2.8911 -1.6391
H 3.8941 -4.1646 0.0207
H 3.0618 -3.8423 -1.5012
C -1.1110 0.6796 -4.6887
N -0.3814 -0.3577 -3.9526
C 0.9327 -0.6528 -4.5487
P -1.0363 -1.2685 -2.7830
O -0.7090 -0.7648 -1.3291
N -0.4163 -2.7725 -2.9350
C -0.6947 -3.7413 -1.8670
C -0.3531 -3.4468 -4.2482
N -2.6745 -1.1558 -2.9151
C -3.5215 -1.4931 -1.7671
C -3.2421 -1.6924 -4.1713
H -1.2584 0.3745 -5.7264
H -0.5278 1.6024 -4.6867
H -2.0807 0.8619 -4.2342
H 0.8136 -1.0057 -5.5740
H 1.4570 -1.4096 -3.9709
H 1.5289 0.2564 -4.5781
H -0.8097 -3.2378 -0.9152
H 0.1352 -4.4442 -1.7887
H -1.6016 -4.3122 -2.0851
H -0.3261 -2.7371 -5.0676
H -1.2183 -4.0978 -4.3833
H 0.5479 -4.0583 -4.2885
H -3.0565 -1.1592 -0.8428
H -3.7133 -2.5688 -1.7131
H -4.4849 -0.9949 -1.8728
H -2.5749 -1.5196 -5.0124
H -4.1866 -1.1903 -4.3783
H -3.4340 -2.7644 -4.0883
N -5.0297 3.9235 -2.2961
C -3.7108 4.5676 -1.9581
C -2.6419 3.4947 -1.7651
N -2.9770 2.4745 -0.7667
C -4.2718 1.8845 -1.1159
C -5.4074 2.8938 -1.2635
H -4.9706 3.4802 -3.2162
H -5.7620 4.6345 -2.3740
H -3.8784 5.1335 -1.0415
H -3.4620 5.2639 -2.7574
H -1.7264 4.0072 -1.4736
H -2.4384 2.9893 -2.7146
H -3.0592 2.9239 0.1411
H -4.5725 1.1624 -0.3568
H -4.1424 1.3344 -2.0535
H -5.5874 3.4422 -0.3386
H -6.3395 2.4283 -1.5800